Density functional theory data (ωB97M-V with the def2-TZVPD basis set) for a 7-piece molecular cluster, C24H50NO18S overall.

Geometry as XYZ:
```
94
C24H50NO18S, DFT ωB97M-V with the def2-TZVPD basis set
C -0.7546 2.2585 0.6760
C -0.9038 1.2926 -0.5166
C 0.4005 1.1569 -1.3290
C 1.1165 -0.1772 -1.0830
S 0.7909 -1.3437 -2.4218
C 1.5844 -2.8718 -1.8519
C 0.5739 -3.8399 -1.2525
N -0.2425 -3.3784 -0.4186
H 0.2875 2.5506 0.8201
H -1.0795 1.8178 1.6175
H -1.3281 3.1715 0.5167
H -1.7083 1.6231 -1.1738
H -1.2036 0.3041 -0.1508
H 0.2456 1.3140 -2.4005
H 1.0963 1.9387 -1.0198
H 2.2065 -0.1001 -1.0733
H 0.7986 -0.6576 -0.1554
H -0.4703 -1.6626 -2.0677
H 2.1521 -3.2742 -2.6882
H 2.2733 -2.5481 -1.0692
H 0.6320 -4.8748 -1.5965
H -0.8812 -4.0808 -0.0430
C 3.2900 3.2715 4.7435
O 2.5036 2.3785 5.5438
C 1.5393 1.7258 4.9076
O 1.2717 1.8124 3.7298
O 0.8977 0.9636 5.7869
C -0.1972 0.2117 5.2533
H 3.9973 3.7208 5.4321
H 3.8199 2.7285 3.9649
H 2.6572 4.0339 4.2926
H 0.1502 -0.4691 4.4779
H -0.9511 0.8791 4.8396
H -0.5996 -0.3426 6.0947
C 3.6509 1.7415 0.9804
O 4.8289 1.2491 0.3390
C 5.9632 1.7798 0.8268
O 6.0142 2.5771 1.7264
O 6.9865 1.2705 0.1569
C 8.2747 1.7544 0.5801
H 2.8316 1.2111 0.5064
H 3.6536 1.5198 2.0440
H 3.5426 2.8154 0.8361
H 8.4436 1.5067 1.6256
H 8.3321 2.8325 0.4484
H 8.9912 1.2484 -0.0577
C -0.4699 6.4275 1.2705
O -0.8034 6.1954 -0.1059
C -1.8869 6.8495 -0.5407
O -2.5279 7.6435 0.0927
O -2.1349 6.4429 -1.7863
C -3.2539 7.0995 -2.4077
H 0.4401 5.8565 1.4291
H -0.3034 7.4862 1.4549
H -1.2688 6.0622 1.9135
H -3.0586 8.1655 -2.5037
H -4.1558 6.9487 -1.8189
H -3.3481 6.6368 -3.3848
C 0.8607 6.1856 -3.2018
O 0.9968 5.0730 -4.1021
C 1.5526 5.3809 -5.2746
O 1.9248 6.4738 -5.6125
O 1.6252 4.2702 -6.0123
C 2.2004 4.4684 -7.3122
H 0.3965 5.7794 -2.3110
H 1.8397 6.6035 -2.9726
H 0.2331 6.9570 -3.6426
H 3.2182 4.8431 -7.2246
H 1.6072 5.1775 -7.8859
H 2.1896 3.4904 -7.7826
C -4.1723 -2.9966 -1.4564
O -4.9051 -4.1221 -0.9794
C -4.5627 -4.5003 0.2582
O -3.6346 -4.0461 0.8848
O -5.3662 -5.4793 0.6390
C -5.0956 -6.0081 1.9473
H -4.4703 -2.8595 -2.4916
H -4.4036 -2.1066 -0.8727
H -3.0998 -3.1866 -1.3966
H -5.2113 -5.2386 2.7074
H -4.0879 -6.4160 1.9892
H -5.8205 -6.8006 2.0993
C -3.0594 -8.4336 -0.0202
O -3.6626 -9.1588 1.0515
C -3.0455 -10.3119 1.3432
O -2.0620 -10.7305 0.7893
O -3.7003 -10.8964 2.3383
C -3.1500 -12.1567 2.7544
H -3.6583 -7.5339 -0.1359
H -2.0290 -8.1763 0.2247
H -3.0723 -9.0134 -0.9413
H -2.1277 -12.0255 3.1030
H -3.1622 -12.8645 1.9284
H -3.7921 -12.4945 3.5607
```

Results
HOMO-LUMO gap (eV): 9.27
2S+1: 1
LUMO level (eV): -3.2
Total charge: +1

Atom charges from the Mulliken analysis, given in e for atoms 1 to 5: C -0.927; C -0.431; C -0.760; C -1.071; S 0.118